12
Properties=species:S:1:pos:R:3:lowdin_charge:R:1 method="wB97M-V/def2-TZVPD" molar_mass_g_mol=75.091 multiplicity=1 energy_ev=-7205.91718 gap_ev=10.026 total_charge=+1 e_above_lowest_kcal_mol=74.43
C 1.16785 0.48054 0.04830 0.0246
C -1.02949 0.46729 0.40657 -0.2375
N 1.95675 -0.44105 -0.25892 0.0909
N -1.63594 -0.78787 0.46020 0.1380
O -1.29796 1.22484 -0.69917 0.0036
H 1.41646 1.58532 -0.05329 0.1200
H -0.94355 1.05253 1.35760 0.1584
H 1.82971 -1.47729 -0.12660 0.1602
H 2.94561 -0.21256 -0.57366 0.1660
H -1.47564 -1.38006 -0.29807 0.0863
H -1.63597 -1.26400 1.34177 0.1124
H -1.29782 0.75231 -1.60472 0.1772

---

67
Properties=species:S:1:pos:R:3:lowdin_charge:R:1 method="wB97M-V/def2-TZVPD" molar_mass_g_mol=678.039 multiplicity=1 energy_ev=-95563.80233 gap_ev=9.604
O -1.74295 0.11703 1.03926 -0.2422
S -2.62238 -0.93170 0.62916 0.6159
O -3.97608 -0.74348 0.99140 -0.2009
O -2.03384 -2.37868 1.08932 -0.2120
C -1.79944 -3.11611 -0.12398 -0.5868
Cl -3.43720 -3.68877 -0.60157 0.7323
C -1.29920 -2.00293 -1.03246 -0.3798
C -0.80788 -2.41794 -2.38706 -0.1156
C 0.72315 -2.58112 -2.42135 -0.1539
C 1.46912 -1.33750 -1.90136 -0.1465
C 2.08881 -1.50341 -0.51261 -0.0905
C 3.36979 -2.30675 -0.53201 -0.4526
F 4.23070 -1.64582 -1.37352 0.1045
F 3.23011 -3.53876 -1.07942 0.1218
C 4.15445 -2.38060 0.80254 -0.4224
F 5.30105 -3.06209 0.62624 0.1367
F 4.50742 -1.11387 1.12518 0.1171
S 3.23516 -3.07835 2.29850 0.7668
F 4.37919 -2.51770 3.23825 -0.1182
F 2.41584 -1.74558 2.44736 -0.1107
F 2.11302 -3.73282 1.38457 -0.1362
F 4.04542 -4.44284 2.19703 -0.1305
F 2.48994 -3.64428 3.56256 -0.1049
O -2.43192 -1.09652 -0.97324 -0.1743
H -1.15768 -3.97636 -0.01497 0.1302
H -0.57218 -1.48838 -0.40595 0.1153
H -1.15243 -1.75060 -3.16972 0.1364
H -1.23814 -3.39498 -2.60502 0.1161
H 0.98213 -3.50268 -1.91045 0.1098
H 0.96930 -2.70509 -3.47210 0.1102
H 2.22571 -0.99792 -2.59823 0.1077
H 0.75380 -0.52084 -1.82560 0.1237
H 1.36985 -1.86990 0.20952 0.1033
H 2.36843 -0.50894 -0.17048 0.1422
N -1.43503 4.02360 0.13062 0.0557
C -1.71756 3.08476 1.03625 -0.1455
C -1.71001 3.31450 2.40408 -0.0735
C -1.39032 4.58299 2.85766 -0.0911
C -1.09296 5.56953 1.93194 -0.0765
C -1.13119 5.23776 0.58596 -0.1627
H -1.95954 2.10889 0.64329 0.0696
H -1.94944 2.51500 3.09249 0.1015
H -1.37402 4.80108 3.91842 0.1027
H -0.83846 6.57311 2.24417 0.0993
H -0.90864 5.97996 -0.17338 0.0999
N -4.97306 6.56365 5.66644 0.0527
C -4.63506 6.14764 6.88486 -0.1600
C -4.19216 4.86384 7.16484 -0.0773
C -4.09832 3.95919 6.11982 -0.0838
C -4.44790 4.37375 4.84563 -0.0833
C -4.87571 5.68192 4.67405 -0.1540
H -4.72612 6.88663 7.67343 0.1012
H -3.92863 4.58244 8.17514 0.0991
H -3.75757 2.94663 6.29582 0.1046
H -4.38920 3.70013 4.00175 0.0968
H -5.15488 6.04861 3.69245 0.1046
N 2.05074 -1.29909 -6.50492 0.0511
C 1.68125 -2.11299 -7.49157 -0.1586
C 2.42957 -3.20287 -7.91076 -0.0743
C 3.63094 -3.46081 -7.27131 -0.0813
C 4.03247 -2.62385 -6.24335 -0.0724
C 3.20766 -1.56326 -5.90156 -0.1657
H 0.73636 -1.87344 -7.96675 0.1023
H 2.07837 -3.83135 -8.71738 0.1008
H 4.24471 -4.30104 -7.56931 0.1054
H 4.96264 -2.78787 -5.71713 0.1019
H 3.48000 -0.88275 -5.10147 0.0989